12
Properties=species:S:1:pos:R:3:nbo_charge:R:1 method="wB97M-V/def2-TZVPD" e_above_lowest_kj_mol=490.0 lumo_ev=0.58 energy_ev=-6314.122 homo_lumo_gap_ev=9.30
C -1.1971 0.5823 -0.6960 0.14
C -0.3831 -0.0640 0.1170 -0.13
C -2.0930 1.1830 -1.4358 -0.49
C 0.9943 -0.2678 0.3558 -0.01
C 2.2168 -0.6089 0.0011 -0.37
C 0.0510 -0.6255 1.4098 -0.43
H 2.7889 -1.2443 0.5584 0.19
H -2.2732 0.7077 -2.3760 0.23
H 0.0012 -0.0386 2.2981 0.23
H -2.5844 2.2122 -1.1409 0.24
H 2.7549 -0.1577 -0.9090 0.20
H -0.2762 -1.6784 1.8175 0.21

91
Properties=species:S:1:pos:R:3:mulliken_charge:R:1 method="wB97M-V/def2-TZVPD" e_above_lowest_kj_mol=181.7 lumo_ev=-2.82 charge=+1 energy_ev=-57811.136 homo_lumo_gap_ev=9.36
O 0.8765 -1.2323 -6.1483 -0.63
O -1.8625 1.3227 0.7767 -0.05
O -0.2295 3.8367 4.7297 -0.62
O 1.3255 -2.0443 1.6347 -0.78
O -1.4745 1.1467 5.6297 -0.74
O 3.5925 -0.8423 -2.4593 -0.42
O -3.5715 0.5467 -2.1763 -0.57
O 8.4115 -1.0653 -3.7183 -0.61
O 1.4935 2.0407 2.0567 -0.51
O -0.8285 -0.5023 4.1177 -0.66
O 0.2195 1.3707 -3.4933 -0.47
O 1.9745 -0.1593 3.6617 -0.77
O -0.8375 -3.6173 -4.0063 -0.63
O -1.4695 -0.9883 -4.7063 -0.71
O -3.3975 -3.1193 0.3027 -0.65
O -3.6065 -2.2413 3.7677 -0.63
O -4.7295 3.7817 3.4387 -0.60
O -0.9925 -3.7613 -1.1743 -0.78
O -5.0115 -0.6193 0.1507 -0.67
O -4.0535 0.4967 5.0417 -0.65
O 5.0275 -3.3893 -2.8563 -0.64
O -2.0385 4.0637 -0.2653 -0.72
O 5.9965 3.7167 -1.5343 -0.64
O 0.3515 3.6507 -1.5413 -0.71
N 0.3675 -1.2973 -0.7923 0.52
C 2.4305 -0.4453 -1.5833 -0.51
C -2.2875 1.5737 2.0957 -0.80
C -1.1615 0.0367 0.6957 0.16
C 4.7695 -0.0393 -2.2383 -1.79
C -0.3735 -0.0273 -0.6553 -0.79
C 1.4655 -1.4653 -1.7923 -0.08
H -2.3665 0.7097 5.4537 0.46
H -2.9065 0.9867 2.6807 0.51
H -2.2175 3.1347 0.1597 0.44
H -1.4225 -2.9083 -4.1793 0.34
H -3.4275 -1.3353 3.9027 0.33
H -1.1265 4.1567 -0.5573 0.37
H -1.1345 0.0787 4.7827 0.46
H 0.6335 1.7567 -4.2153 0.25
H -3.3945 -2.7593 4.6277 0.30
H 1.6965 -2.5203 -1.9913 0.47
H 5.2335 -0.0473 -1.3143 0.42
H -4.1975 3.9867 2.7337 0.29
H -0.2295 -2.1023 -1.1003 0.25
H 1.8315 1.5647 2.8187 0.27
H 2.1765 0.5417 -1.8323 0.45
H 0.0445 2.2227 -3.0033 0.23
H 6.7255 4.2367 -1.1313 0.33
H -1.0385 0.7897 6.4237 0.34
H 6.3195 2.7377 -1.4883 0.32
H -5.2995 3.2367 2.9177 0.31
H -0.7635 2.9557 4.9637 0.34
H 5.4865 -0.4863 -2.7713 0.56
H 0.8425 -1.2473 -2.8153 -0.24
H -5.7725 -0.6153 0.8767 0.34
H 1.7455 -0.8203 2.8897 0.45
H 7.7485 -1.1443 -4.2903 0.28
H -4.1585 -0.0643 -2.7913 0.30
H 0.8895 2.7177 2.1767 0.28
H 0.5595 -2.5823 2.0507 0.35
H 0.1115 4.1997 -2.3013 0.34
H 0.0115 -3.5023 -4.2723 0.29
H 2.7465 -0.4053 -0.5683 0.37
H -3.2225 -3.4433 1.2067 0.28
H 1.0635 -0.5763 -6.8233 0.28
H -1.9735 -0.7513 0.7327 -0.15
H -0.3165 -0.2073 1.4717 -0.16
H -2.4275 2.6037 2.3417 0.36
H -3.9785 1.4147 5.3597 0.31
H -2.4065 -0.8663 -4.8013 0.28
H 0.1945 0.9697 -0.7353 -0.23
H -4.2815 -0.1443 5.6137 0.26
H -1.0565 -0.0293 -1.2743 1.05
H -0.7355 -4.0133 -2.2083 0.42
H 4.5505 -4.1023 -2.2753 0.32
H 0.9715 -1.6323 0.1107 0.28
H 4.3545 -2.7573 -2.7923 0.37
H 0.0075 -1.0303 -5.5903 0.45
H 0.4475 3.7397 5.3707 0.29
H -1.1245 -0.1683 -4.3363 0.27
H -3.7695 0.3967 -1.3003 0.25
H 4.4465 0.6537 -2.6913 0.91
H -4.0995 -3.6023 0.0537 0.26
H 2.0805 -2.6213 1.4587 0.29
H -4.4725 -1.3743 0.5487 0.34
H 2.4595 -0.7183 4.3627 0.32
H -1.9265 -3.5783 -0.9813 0.32
H 1.3505 3.7747 -1.3773 0.33
H 0.2445 -0.4073 4.2657 0.33
H -1.3775 1.7207 2.7397 0.04
H 9.2765 -1.4503 -4.2413 0.33

102
Properties=species:S:1:pos:R:3:mulliken_charge:R:1 method="wB97M-V/def2-TZVPD" lumo_ev=-1.21 energy_ev=-98754.841 homo_lumo_gap_ev=9.19
I -4.9567 0.4523 1.7163 0.08
Cl 4.4614 -1.0955 2.0421 -0.27
S 2.6768 -0.7325 1.0109 1.14
O -1.8324 -5.1289 -0.5902 -0.58
O 2.4473 0.7694 1.1281 -0.64
O -5.2785 0.6620 -1.3071 -0.64
O -6.0433 -0.9546 -6.9412 -0.62
O -2.2335 -4.2163 1.8925 -0.57
O 2.9101 5.0606 -5.4446 -0.62
O 2.9374 -1.0818 -0.4389 -0.60
O 8.1411 0.6189 1.3170 -0.64
O 5.3029 -3.2932 -0.6682 -0.61
O 5.6330 6.2067 -2.3870 -0.68
O 4.4201 7.8412 -4.9003 -0.66
O 5.1901 -4.1138 3.6714 -0.63
O -5.7662 -2.8966 3.1885 -0.61
O 2.5337 2.5372 -1.6506 -0.57
O 7.8551 -5.9135 4.3493 -0.64
O -1.3761 -1.9804 3.9701 -0.51
O -5.6845 0.4805 -4.2184 -0.59
O 8.5128 6.5765 -2.1930 -0.63
O 4.6069 5.2162 0.5251 -0.65
O -9.7073 0.1376 1.0354 -0.63
O -10.6005 -0.4894 4.2162 -0.62
O -1.8792 -5.2235 -3.7301 -0.62
O 2.3828 5.6963 -2.1439 -0.55
O -4.6486 -4.0055 -3.1412 -0.56
O 8.3359 -1.6059 3.1223 -0.63
O -8.3778 1.1297 -1.4961 -0.71
O 5.3048 2.3856 1.5050 -0.66
O -4.5514 1.6069 4.8033 -0.60
O 3.7229 3.5669 3.8699 -0.63
C -4.6748 -1.6412 -0.7921 -0.16
C -1.0958 -2.0056 0.3164 0.08
C -1.8767 -1.0045 -0.7126 -0.80
C -0.1005 -1.0290 1.1527 -0.59
C 1.2566 -1.7517 1.6087 -0.52
C -4.9893 -0.1393 -0.3815 0.07
B -3.1540 -1.6915 -1.4285 0.21
H 2.7354 1.8506 -1.0003 0.26
H 5.1817 6.2274 -1.5318 0.34
H -2.2788 -5.1486 1.6460 0.26
H -2.1390 -0.0721 -0.0831 0.23
H -2.6746 -4.6864 -3.8558 0.33
H -5.4352 -1.9971 -1.5693 0.17
H 4.9837 1.4765 1.5074 0.30
H 7.3874 1.2246 1.3152 0.31
H 1.7483 5.7636 -1.4214 0.27
H 3.2930 4.2497 -5.0907 0.30
H -6.4856 -0.6420 -6.1414 0.33
H -8.5653 1.7898 -0.8170 0.33
H 4.2791 3.3293 3.1143 0.41
H -6.7118 -2.8220 3.3656 0.29
H -4.6800 -2.3779 0.0784 0.31
H 7.5324 -6.8222 4.3485 0.32
H 8.9718 5.7289 -2.1960 0.32
H 7.2169 -5.4382 3.8000 0.34
H 4.6308 8.6337 -5.4079 0.29
H -5.0156 1.8003 5.6268 0.30
H -1.6700 -2.7353 4.4940 0.25
H -0.5169 -2.8070 -0.2671 0.39
H -5.2898 0.4723 -3.3352 0.32
H -2.7910 -5.1164 -0.4845 0.29
H -7.4245 0.9805 -1.4189 0.39
H -1.8223 -2.5051 1.0474 -0.08
H -4.9702 -4.9163 -3.1431 0.30
H -5.6604 1.4094 -4.4769 0.30
H -1.0858 -0.6762 -1.4789 0.22
H 1.3424 -1.8049 2.7564 0.42
H 4.6622 2.8585 0.9553 0.34
H -10.6658 0.1418 1.1459 0.31
H -10.4759 -0.4398 3.2595 0.32
H -4.5568 2.4481 4.3297 0.32
H -5.2676 -0.3869 -7.0133 0.30
H -5.2904 -3.5300 -3.6852 0.28
H 5.5742 -4.1175 4.5576 0.33
H -1.5597 -1.2186 4.5344 0.29
H 7.7373 -0.2561 1.2534 0.33
H 4.4032 5.8830 1.1929 0.31
H 5.5578 5.0715 0.6218 0.34
H -9.5823 0.1870 0.0761 0.35
H 1.2939 -2.8472 1.2604 0.37
H 9.0437 -2.1969 2.8383 0.31
H 3.5113 2.7203 4.2788 0.28
H 5.2208 -3.1857 3.4080 0.26
H -11.5585 -0.4856 4.3282 0.32
H -5.5571 -2.0943 2.6919 0.23
H 7.5871 6.3440 -2.3660 0.38
H 4.5492 -2.6860 -0.6697 0.34
H -1.7035 -5.0873 -1.5456 0.26
H -2.9543 -2.2248 -2.4781 -0.09
H 3.4722 7.9193 -4.7280 0.33
H 4.8988 -4.1663 -0.7334 0.30
H -0.5924 -0.6158 2.0907 0.12
H -1.9450 -5.9032 -4.4110 0.29
H 3.3403 2.6043 -2.1762 0.32
H 8.7939 -0.7899 3.3605 0.33
H 0.1733 -0.1941 0.4110 0.52
H 2.3307 4.7696 -2.4138 0.29
H 3.5662 5.7394 -5.2358 0.34
H 4.9766 6.5527 -3.0063 0.29
H -2.8735 -4.1323 2.6122 0.26

18
Properties=species:S:1:pos:R:3:nbo_charge:R:1 method="wB97M-V/def2-TZVPD" e_above_lowest_kj_mol=0.0 lumo_ev=0.49 energy_ev=-152361.345 homo_lumo_gap_ev=8.42
Br 3.4659 -0.3681 0.0442 0.11
Br -3.3634 0.5339 -0.0116 0.14
N -0.1447 1.6025 0.1643 -0.29
N 0.0278 -1.7693 0.2875 -0.26
N 0.4807 -0.5870 0.2213 0.04
N -0.5573 0.3763 0.3608 0.02
C -1.7285 -0.3119 0.2937 -0.06
C -2.2161 -2.8443 0.0838 -0.65
C 1.2080 1.4735 0.1835 0.10
C 2.0307 2.6994 0.0986 -0.64
C 1.6351 0.1809 0.1692 -0.04
C -1.3301 -1.6839 0.2670 0.12
H -1.8897 -3.9154 0.3632 0.25
H 1.3968 3.5389 0.2194 0.24
H 2.8434 2.7029 0.9101 0.23
H -2.4982 -2.7171 -0.9224 0.23
H 2.6393 2.7108 -0.8244 0.23
H -3.1285 -2.6225 0.6985 0.23

18
Properties=species:S:1:pos:R:3:nbo_charge:R:1 method="wB97M-V/def2-TZVPD" e_above_lowest_kj_mol=0.0 lumo_ev=2.90 charge=-1 energy_ev=-94272.455 homo_lumo_gap_ev=7.24
Br -0.7256 -1.1432 2.7061 -0.03
S -2.1111 -1.9366 0.1452 0.22
O 0.5128 3.5931 0.5032 -0.71
O 1.0550 2.3801 -1.3230 -0.72
N 0.4909 -1.5171 0.1414 -0.54
N -0.7776 0.6596 0.4047 -0.41
C 0.3311 1.1792 0.4829 0.19
C -0.6430 -1.1128 0.7373 0.02
C -2.0827 -1.2721 -1.5393 -0.74
C 1.5608 -0.7995 0.2230 0.17
C 0.6570 2.6109 -0.1900 0.77
C 1.6131 0.4714 0.9489 -0.58
H 1.4732 0.3647 2.0277 0.26
H 2.5122 1.0493 0.7417 0.24
H 2.3610 -1.0778 -0.4497 0.18
H -1.0820 -1.4078 -1.9415 0.23
H -2.3326 -0.2160 -1.4947 0.24
H -2.8124 -1.8256 -2.1238 0.21

22
Properties=species:S:1:pos:R:3:nbo_charge:R:1 method="wB97M-V/def2-TZVPD" lumo_ev="-14.96 / -18.30" multiplicity=9 charge=+4 energy_ev=-85600.078 homo_lumo_gap_ev="9.00 / 5.50"
Rh 2.9983 1.8288 -3.5496 0.76
Mn 0.2633 -0.6511 -0.6359 1.42
Cl 3.2075 2.4397 -1.3053 0.22
Cl 1.6108 -0.3746 -2.7949 -0.61
S 1.3353 -1.3020 1.4753 -0.01
O -2.4726 0.0781 -1.6870 -0.19
O 4.2846 4.4940 -3.9838 -0.20
O 2.6762 1.0797 -6.4700 -0.19
N -1.0807 -0.1866 1.9222 -0.43
N -0.8856 -2.1919 2.7819 -0.26
C -2.3568 -0.4030 2.5873 -0.27
C 2.8304 1.3883 -5.3531 0.59
C -1.4761 0.0949 -1.0341 0.32
C -2.2491 -1.8253 3.0884 -0.29
C -0.2151 -1.2492 2.0918 0.19
C 3.7922 3.4336 -3.9424 0.61
H -2.4961 0.3096 3.4170 0.34
H -3.1863 -0.2500 1.8604 0.31
H -0.4132 -3.0558 3.0903 0.51
H -2.9857 -2.4910 2.5983 0.35
H -2.4115 -1.8999 4.1896 0.37
H -0.7696 0.7340 1.6538 0.46

14
Properties=species:S:1:pos:R:3:nbo_charge:R:1 method="wB97M-V/def2-TZVPD" e_above_lowest_kj_mol=354.0 lumo_ev=-0.60 energy_ev=-20328.321 homo_lumo_gap_ev=8.69
Cl -2.5424 -1.9073 -0.0915 -0.05
N 3.8131 -1.3827 -0.0709 -0.30
C -1.0992 -0.7817 0.0400 -0.03
C -1.3132 0.5541 -0.2180 -0.20
C 1.1704 -0.7348 -0.2837 -0.28
C -0.5317 1.8329 0.1765 -0.66
C 2.5645 -1.2281 -0.1373 0.24
C 0.2260 -1.3726 0.4186 -0.16
H -2.3104 0.6947 -0.7631 0.22
H -1.0892 2.3574 1.0157 0.24
H 0.5066 1.6679 0.4846 0.23
H -0.7127 2.2986 -0.9215 0.24
H 0.2617 -2.1026 1.2297 0.26
H 1.0567 0.1041 -0.8792 0.25

19
Properties=species:S:1:pos:R:3:nbo_charge:R:1 method="wB97M-V/def2-TZVPD" e_above_lowest_kj_mol=0.0 lumo_ev=3.09 charge=-1 energy_ev=-38802.112 homo_lumo_gap_ev=8.22
Cl -0.8889 2.0861 2.6059 -0.60
S -2.7399 1.8149 3.9571 1.59
O -2.6049 0.4235 4.3848 -0.99
O -3.8442 2.0036 3.0180 -0.98
O 2.9563 -0.3674 0.1055 -0.52
N -0.5026 0.1122 -0.3173 -0.46
N 0.6082 -0.7737 1.5725 -0.41
C 0.5888 -0.2205 0.3663 0.26
C 1.9015 0.0588 -0.3014 0.55
C -1.7586 -0.5639 1.5758 -0.25
C 1.7790 0.9011 -1.5413 -0.72
C -1.6652 -0.0581 0.2889 0.07
C -0.5566 -0.9256 2.1737 0.10
H 0.9846 0.5083 -2.1694 0.25
H -2.5394 0.2403 -0.2794 0.19
H -0.5306 -1.3301 3.1764 0.20
H 1.4921 1.9074 -1.2427 0.24
H -2.6954 -0.6337 2.1030 0.25
H 2.7259 0.9289 -2.0748 0.21

23
Properties=species:S:1:pos:R:3:nbo_charge:R:1 method="wB97M-V/def2-TZVPD" e_above_lowest_kj_mol=25.6 lumo_ev=-1.14 energy_ev=-45312.068 homo_lumo_gap_ev=8.68
Cl -1.9137 4.0512 0.3023 -0.05
S 1.0611 -2.6939 0.3661 0.51
O 1.6466 -0.4023 -1.6506 -0.57
O -0.4441 -5.0543 3.0437 -0.38
O 1.0330 -5.4364 1.5113 -0.36
O 1.1749 2.8393 -3.4832 -0.32
N 0.1816 0.0209 0.0154 -0.62
N 0.2540 -4.7016 2.0822 0.50
N 0.5958 1.5781 -1.7251 -0.32
N 1.4324 1.9286 -2.7425 0.30
N -0.6525 -1.1553 1.5853 -0.47
C -0.6776 -2.4229 2.1971 0.05
C 0.8514 0.3611 -1.1417 0.78
C 0.1623 -3.3673 1.6674 -0.23
C 0.1747 -1.1884 0.6028 0.25
C -0.6603 2.3073 -1.4977 -0.30
C -0.3964 3.4082 -0.4396 -0.38
H -0.4488 0.7431 0.4329 0.44
H -0.9565 2.7859 -2.4219 0.25
H 0.1478 4.2472 -0.8824 0.23
H -1.5123 1.6418 -1.2403 0.23
H -1.3281 -2.5718 3.0426 0.24
H 0.2749 3.0813 0.3761 0.22

18
Properties=species:S:1:pos:R:3:nbo_charge:R:1 method="wB97M-V/def2-TZVPD" e_above_lowest_kj_mol=900.0 lumo_ev=-6.38 charge=+1 energy_ev=-35748.121 homo_lumo_gap_ev=7.16
Cl -3.0805 -3.4902 -0.1009 -0.26
P -1.1542 -2.8265 -0.7594 1.14
O 3.4662 0.8867 -0.4754 -0.65
O 0.1357 -3.6226 0.1675 -0.91
O 2.5177 3.0712 -1.2324 -0.46
N -2.0061 -0.1430 0.4437 -0.52
C 2.3397 1.8494 -0.7129 0.73
C -0.9301 -0.9529 -0.2741 -0.08
C 0.8347 1.2517 -0.3038 -0.03
C -0.3326 2.1113 0.4626 -0.18
C -1.7467 1.3010 0.8226 0.10
C 0.5613 -0.3201 -0.6898 -0.23
H -2.8956 -0.6582 0.6798 0.48
H 1.4033 -0.9637 -1.2171 0.31
H 0.5474 -2.9183 0.7654 0.50
H 3.1222 0.2969 0.2854 0.49
H -2.5989 1.8852 1.3922 0.29
H -0.1835 3.2420 0.7468 0.31

15
Properties=species:S:1:pos:R:3:nbo_charge:R:1 method="wB97M-V/def2-TZVPD" lumo_ev="-4.66 / -5.84" multiplicity=3 charge=+1 energy_ev=-55038.587 homo_lumo_gap_ev="5.50 / 7.79"
Cu -1.5053 1.8979 2.5144 0.96
O -0.3417 0.2398 2.7474 -0.77
O -1.4554 1.5666 0.6283 -0.70
C 0.2721 -0.4119 1.7737 0.27
C -0.6733 1.3139 -0.2278 0.50
C -0.2154 1.2663 -1.4743 -0.30
C 0.4978 -1.1322 -1.5465 -0.22
C 0.4801 0.1284 -2.0500 -0.17
C 0.7338 -1.3652 1.1605 -0.29
H -0.4271 -1.5754 -1.1649 0.23
H 1.0624 0.3548 -2.9451 0.24
H -0.3641 2.1851 -2.0484 0.22
H 1.2740 -1.8218 -1.8843 0.22
H -0.4225 -0.2834 3.5599 0.54
H 1.0845 -2.3631 0.9573 0.27

41
Properties=species:S:1:pos:R:3:nbo_charge:R:1 method="wB97M-V/def2-TZVPD" e_above_lowest_kj_mol=525.9 lumo_ev=-10.70 charge=+1 energy_ev=-110875.836 homo_lumo_gap_ev=1.46
In -0.1129 1.9017 1.6099 0.99
S 0.2906 1.7277 -4.6158 2.06
S 4.7744 -1.3408 4.0862 1.97
S 4.7325 -2.8477 2.0640 2.03
S -1.7490 0.2252 -4.9184 2.04
F 2.5244 0.5004 -4.6003 -0.28
F 2.1481 1.5192 -6.4080 -0.27
F -1.2645 -2.5743 -4.8187 -0.30
F 2.7937 -2.6413 0.1924 -0.31
F 1.1514 -0.3131 -5.9654 -0.29
F 3.6443 -3.6070 5.3496 -0.30
F 5.6382 -2.8942 6.0428 -0.27
F 3.8705 -1.9247 6.6589 -0.27
F -2.0930 -1.8254 -3.0274 -0.30
F -3.2859 -1.9116 -4.8574 -0.27
F 4.5413 -3.6714 -0.5098 -0.29
F 3.1400 -4.5754 0.9975 -0.31
O 4.2050 -0.0788 4.5078 -0.89
O 5.1882 -4.0912 2.7372 -0.73
O 6.2321 -1.3209 3.8849 -0.80
O -5.3201 2.3963 1.2737 -0.74
O 1.0035 2.4720 -3.6739 -0.88
O -2.9626 1.0232 -4.6539 -0.71
O -4.6985 3.8708 3.6922 -0.72
O -0.4030 2.6347 -5.5598 -0.80
O 5.7185 -2.1201 1.2890 -0.74
O -1.4053 0.0495 -6.3371 -0.74
N 3.6598 -1.8736 2.8310 -0.75
N -0.7350 0.5264 -3.7579 -0.79
C 1.6076 0.8032 -5.4557 0.76
C 3.7479 -3.4560 0.5738 0.76
C -2.1295 -1.6461 -4.3531 0.81
C -6.3719 2.9503 2.0218 -0.08
C -5.8349 4.1080 2.8971 -0.08
C 4.4341 -2.5596 5.6669 0.85
H -6.5914 4.4746 3.5910 0.18
H -4.9591 4.1149 4.5834 0.48
H -5.6459 1.6386 0.7825 0.47
H -6.6951 2.0811 2.5947 0.16
H -5.6192 4.9122 2.1936 0.17
H -7.1692 3.3429 1.3908 0.17

What did the ninth record say?
23
Properties=species:S:1:pos:R:3:nbo_charge:R:1 method="wB97M-V/def2-TZVPD" e_above_lowest_kj_mol=25.6 lumo_ev=-1.14 energy_ev=-45312.068 homo_lumo_gap_ev=8.68
Cl -1.9137 4.0512 0.3023 -0.05
S 1.0611 -2.6939 0.3661 0.51
O 1.6466 -0.4023 -1.6506 -0.57
O -0.4441 -5.0543 3.0437 -0.38
O 1.0330 -5.4364 1.5113 -0.36
O 1.1749 2.8393 -3.4832 -0.32
N 0.1816 0.0209 0.0154 -0.62
N 0.2540 -4.7016 2.0822 0.50
N 0.5958 1.5781 -1.7251 -0.32
N 1.4324 1.9286 -2.7425 0.30
N -0.6525 -1.1553 1.5853 -0.47
C -0.6776 -2.4229 2.1971 0.05
C 0.8514 0.3611 -1.1417 0.78
C 0.1623 -3.3673 1.6674 -0.23
C 0.1747 -1.1884 0.6028 0.25
C -0.6603 2.3073 -1.4977 -0.30
C -0.3964 3.4082 -0.4396 -0.38
H -0.4488 0.7431 0.4329 0.44
H -0.9565 2.7859 -2.4219 0.25
H 0.1478 4.2472 -0.8824 0.23
H -1.5123 1.6418 -1.2403 0.23
H -1.3281 -2.5718 3.0426 0.24
H 0.2749 3.0813 0.3761 0.22